(1)
# C22H26AlBrN4O3

A structure of composition C22H26AlBrN4O3 (the ωB97M-V functional and the def2-TZVPD basis, the OMol25 dataset).

Geometry as ORCA input:
```
! wB97M-V def2-TZVPD RIJCOSX def2/J DEFGRID3
* xyz 2 1
Al 0.5772 -0.6232 -0.2626
C -2.1402 -5.3331 -0.3045
C -0.8156 -4.6275 -0.3508
C 0.3958 -5.3124 -0.3877
C 1.6035 -4.6321 -0.4273
C 1.5587 -3.2574 -0.4308
Br 3.1301 -2.2191 -0.4758
N 0.4112 -2.5673 -0.3970
C -0.7519 -3.2446 -0.3531
H -2.0067 -6.4123 -0.2946
H -2.7468 -5.0798 -1.1742
H -2.6984 -5.0548 0.5893
H 0.3987 -6.3955 -0.3828
H 2.5507 -5.1503 -0.4502
H -1.6477 -2.6382 -0.3177
O 1.0336 -0.6024 1.5730
C 1.5185 0.5744 1.4312
O 1.4609 0.9902 0.2034
C 2.0433 1.3678 2.5217
C 2.5522 2.6449 2.2740
C 3.0502 3.3890 3.3264
C 3.0361 2.8597 4.6130
C 2.5295 1.5884 4.8598
C 2.0311 0.8350 3.8131
H 2.5605 3.0396 1.2672
H 3.4529 4.3767 3.1506
H 3.4276 3.4460 5.4339
H 2.5299 1.1899 5.8645
H 1.6383 -0.1578 3.9843
N 1.6772 0.7236 -2.5453
C 1.8120 0.7251 -3.8737
C 1.1233 -0.3682 -4.3657
C 0.5694 -0.9748 -3.2455
N 0.9115 -0.3090 -2.1368
H 2.0537 1.3597 -1.8556
H 2.3942 1.4848 -4.3688
H 1.0354 -0.6727 -5.3931
H -0.0419 -1.8606 -3.1791
O -1.1824 -0.2016 -0.2009
C -2.1177 0.5413 0.2084
C -1.9567 1.4406 1.3792
C -1.8650 2.8681 0.7387
C -1.4439 2.9520 -0.7496
C -2.5193 2.6468 -1.8137
C -2.9302 1.1803 -1.9318
N -3.2013 0.7014 -0.5485
H -1.0704 1.1685 1.9470
H -2.8198 1.3733 2.0431
H -1.1583 3.4446 1.3339
H -2.8312 3.3628 0.8540
H -0.5490 2.3437 -0.9247
H -1.1209 3.9801 -0.9161
H -2.1683 2.9893 -2.7892
H -3.4088 3.2457 -1.5939
H -2.1421 0.5544 -2.3461
H -3.8251 1.0405 -2.5324
H -3.9072 1.2665 -0.0902
*
```

**Highest occupied orbital energy**: -14.613 eV
**Maximum force**: 0.0115 hartree/bohr
**Relative energy (zero: lowest compared OMol25 entry of this formula, charge and spin)**: 0.0 kcal/mol
**Energy**: -4114.8625 Ha

Results of the natural (NBO) charge analysis, in e, for atoms 1 through 8: number 1, Al, carries 1.951; number 2, C, carries -0.644; number 3, C, carries -0.013; number 4, C, carries -0.094; number 5, C, carries -0.229; number 6, C, carries 0.152; number 7, Br, carries 0.205; number 8, N, carries -0.654

(2)
# C16H38F9MgNO18S2

A structure of composition C16H38F9MgNO18S2 in a non-equilibrium geometry (the ωB97M-V functional and the def2-TZVPD basis, the OMol25 dataset).

Geometry as ORCA input:
```
! wB97M-V def2-TZVPD RIJCOSX def2/J DEFGRID3
* xyz 0 1
Mg -12.1318 -21.3922 -7.6827
C -10.2495 -20.7202 -2.5619
F -11.2321 -19.8698 -2.2110
F -9.1677 -20.6814 -1.7484
F -10.8456 -21.9225 -2.5548
S -9.6737 -20.3850 -4.3841
O -8.3847 -19.6724 -4.2876
O -9.4809 -21.6845 -5.0799
N -10.9743 -19.4919 -5.2593
S -10.7013 -17.9932 -5.0543
O -10.2231 -17.6939 -3.7163
O -9.9315 -17.3220 -6.1092
C -12.4340 -17.2935 -5.1716
F -12.3448 -15.9776 -4.9369
F -12.9377 -17.6493 -6.4006
F -13.1405 -17.8685 -4.2376
F -14.4585 -20.9340 -9.2646
C -16.9759 -27.0473 2.2595
C -17.0777 -26.1383 3.5089
O -16.5906 -24.9679 3.0826
C -15.7575 -25.1841 2.0331
O -15.1599 -24.3357 1.3559
O -15.7425 -26.4780 1.7927
F -16.2210 -26.7157 4.3680
H -17.8128 -26.9096 1.5748
H -16.8195 -28.1019 2.4863
H -18.0711 -26.0786 3.9533
C -3.3881 -17.6510 -2.3315
C -4.4912 -17.7252 -1.3357
O -5.3233 -16.6828 -1.7643
C -4.5587 -15.7652 -2.4537
O -5.0334 -14.7076 -2.8517
O -3.3651 -16.2784 -2.7522
F -3.9118 -17.4578 -0.1837
H -3.5825 -18.1385 -3.2868
H -2.4038 -17.9198 -1.9479
H -5.0331 -18.6707 -1.3141
C -18.7907 -18.9306 -7.9770
O -18.5448 -19.5573 -9.2959
H -17.9073 -18.5446 -7.4683
H -19.6049 -18.2075 -7.9303
H -19.1124 -19.7079 -7.2839
H -17.6413 -19.8409 -9.1385
C -11.7396 -14.4002 0.3646
O -11.1864 -14.1439 1.6818
H -12.7988 -14.1453 0.3998
H -11.2419 -13.7183 -0.3249
H -11.5586 -15.4191 0.0223
H -11.6020 -14.7845 2.2636
C -3.7250 -16.2883 -7.9130
O -3.0692 -17.3126 -8.6725
H -3.0539 -15.8394 -7.1807
H -4.0612 -15.5049 -8.5922
H -4.6178 -16.6759 -7.4223
H -2.1389 -17.0783 -8.7092
C -12.0125 -12.5592 -9.7684
O -11.7676 -12.3005 -11.1155
H -12.7662 -13.3384 -9.6546
H -11.0729 -12.7662 -9.2562
H -12.3762 -11.6398 -9.3096
H -10.8669 -11.9942 -11.2436
C -12.7010 -18.9431 4.1664
O -12.1325 -17.7516 4.7000
H -13.7846 -18.9454 4.2841
H -12.5298 -18.9545 3.0900
H -12.3277 -19.8343 4.6709
H -12.5254 -17.6830 5.5732
C -14.6204 -22.5266 -4.5034
O -13.5893 -23.1640 -5.2349
H -14.8673 -21.5175 -4.8331
H -15.5951 -23.0097 -4.5713
H -14.3477 -22.4647 -3.4499
H -13.5542 -24.0433 -4.8514
C -10.4136 -19.3184 -11.3135
O -10.1059 -20.0287 -10.1285
H -11.1449 -19.8861 -11.8888
H -10.7012 -18.2735 -11.1973
H -9.5357 -19.2798 -11.9584
H -9.1483 -20.0330 -10.1968
C -12.2309 -25.6431 -9.3020
O -11.3994 -24.5523 -9.1148
H -11.9073 -26.4874 -8.6933
H -13.1925 -25.3410 -8.8872
H -12.2389 -25.9040 -10.3603
H -10.5053 -24.7913 -9.3696
*
```

**Highest occupied orbital energy**: -9.836 eV
**Maximum force**: 0.1119 hartree/bohr
**Relative energy (zero: lowest compared OMol25 entry of this formula, charge and spin)**: 209.9 kcal/mol
**Energy**: -3936.4142 Ha

Results of the Mulliken charge analysis, in e, for atoms 1 through 8: number 1, Mg, carries 1.536; number 2, C, carries 0.655; number 3, F, carries -0.196; number 4, F, carries -0.181; number 5, F, carries -0.218; number 6, S, carries 0.944; number 7, O, carries -0.569; number 8, O, carries -0.672

(3)
# C2H2N4O

The molecule C2H2N4O in a non-equilibrium geometry (the ωB97M-V functional and the def2-TZVPD basis, the OMol25 dataset).

Geometry as ORCA input:
```
! wB97M-V def2-TZVPD RIJCOSX def2/J DEFGRID3
* xyz 0 1
H 1.0189 -1.0977 -2.5171
N 0.7286 -0.0582 -2.1293
C 0.3238 -0.0921 -0.8997
N -0.0087 -1.1693 -0.1285
N -0.5487 -0.9443 1.0560
C -0.7520 0.3806 1.5528
N -0.3399 1.3213 0.8283
O 0.6201 1.0227 -0.2351
H -1.0420 0.6370 2.4725
*
```

**SMILES string**: [H]/N=c1\nncno1
**Highest occupied orbital energy**: -9.980 eV
**Maximum force**: 0.1384 hartree/bohr
**Relative energy (zero: lowest compared OMol25 entry of this formula, charge and spin)**: 84.5 kcal/mol
**Energy**: -371.4857 Ha

Results of the natural (NBO) charge analysis, in e, for atoms 1 through 8: number 1, H, carries 0.365; number 2, N, carries -0.594; number 3, C, carries 0.539; number 4, N, carries -0.145; number 5, N, carries -0.142; number 6, C, carries 0.118; number 7, N, carries -0.052; number 8, O, carries -0.309

(4)
# C38H36BEuN12

A structure of composition C38H36BEuN12 in a non-equilibrium geometry (the ωB97M-V functional and the def2-TZVPD basis, the OMol25 dataset).

Geometry as ORCA input:
```
! wB97M-V def2-TZVPD RIJCOSX def2/J DEFGRID3
* xyz 1 8
Eu 13.0794 11.2825 9.8429
C 15.4744 6.4406 7.4278
C 14.5801 7.6385 7.4752
C 13.5726 8.0876 6.6015
C 13.2259 9.3704 7.0704
N 13.9486 9.6800 8.1634
N 14.7612 8.5635 8.4266
B 15.6365 8.6058 9.7460
N 16.3891 10.0058 9.7740
N 15.6766 11.2016 9.8638
C 16.5970 12.1792 9.9116
C 17.9063 11.6556 9.8274
C 17.7223 10.2686 9.7419
C 18.6886 9.1409 9.6897
C 16.2799 13.6278 10.0064
C 14.9805 14.1472 9.9782
C 14.7344 15.5238 10.0582
C 15.7784 16.4273 10.1863
C 17.1046 15.9347 10.1740
C 17.3519 14.5660 10.1031
N 14.7425 8.4589 11.0645
N 13.9176 9.5677 11.3609
C 13.3538 9.3194 12.5356
C 13.7088 8.0357 13.0223
C 14.6134 7.5733 12.0573
C 15.4657 6.3571 12.0299
C 12.4358 10.3054 13.1611
C 12.5916 11.6612 12.8822
C 11.6285 12.5864 13.3388
C 10.5283 12.1884 14.0835
C 10.3742 10.8138 14.3808
C 11.3054 9.8849 13.9287
C 12.1454 10.2776 6.5903
C 10.9499 9.7889 5.9801
C 9.9478 10.6727 5.5910
C 10.0646 12.0548 5.8426
C 11.1969 12.5115 6.5231
C 12.2668 11.6488 6.8149
H 15.2591 5.9071 6.5185
H 15.2961 5.7947 8.2720
H 16.5089 6.7567 7.4448
H 13.2125 7.5329 5.7336
H 16.4249 7.6795 9.7539
H 18.8622 12.1977 9.8565
H 19.7064 9.5377 9.6267
H 18.5088 8.5105 8.8294
H 18.6304 8.5351 10.5992
H 14.1073 13.4474 9.8739
H 13.6838 15.8600 10.0408
H 15.5884 17.5063 10.2908
H 17.9659 16.6327 10.2263
H 18.3824 14.1912 10.1219
H 13.4223 7.4980 13.9299
H 15.2432 5.7706 12.9143
H 16.5062 6.6179 12.0416
H 15.2490 5.7643 11.1408
H 13.5360 11.9935 12.4476
H 11.8308 13.6556 13.1720
H 9.8057 12.9158 14.4778
H 9.5346 10.4923 15.0077
H 11.1800 8.8213 14.1548
H 10.8217 8.7174 5.7877
H 9.0469 10.3019 5.0720
H 9.3139 12.7547 5.4823
H 11.3172 13.5716 6.7482
H 13.2470 12.0521 7.1371
N 11.5421 7.7841 9.6921
C 10.5756 8.6923 9.4841
N 9.4251 8.2352 9.0021
C 8.4420 9.1529 8.9045
N 7.2299 8.7196 8.5355
N 8.5652 10.4606 9.2257
C 9.7664 10.8385 9.6155
N 10.8434 10.0248 9.7657
C 9.8655 12.2986 9.8788
C 8.6795 13.0968 10.0014
C 8.7628 14.4619 10.3124
C 10.0414 15.0583 10.4008
C 11.1446 14.2345 10.2565
N 11.0593 12.9132 9.9495
H 11.2554 6.8076 9.6457
H 12.4217 8.0240 10.1466
H 7.1756 7.7981 8.1412
H 6.5186 9.4090 8.3687
H 7.7030 12.5936 9.8747
H 7.8459 15.0394 10.4508
H 10.1931 16.1284 10.5689
H 12.1580 14.6294 10.4277
*
```

**Highest occupied orbital energy (spin up / spin down)**: -9.539 / -10.569 eV
**Maximum force**: 0.0568 hartree/bohr
**Energy**: -2862.0046 Ha
**Expectation value of S²**: 15.7595

Results of the Mulliken charge analysis, in e, for atoms 1 through 8: number 1, Eu, carries 0.752; number 2, C, carries -1.306; number 3, C, carries 0.788; number 4, C, carries -1.291; number 5, C, carries 0.094; number 6, N, carries -0.100; number 7, N, carries 0.758; number 8, B, carries -1.035

(5)
# C4H11N3S

The molecule C4H11N3S in a non-equilibrium geometry (the ωB97M-V functional and the def2-TZVPD basis, the OMol25 dataset).

Geometry as ORCA input:
```
! wB97M-V def2-TZVPD RIJCOSX def2/J DEFGRID3
* xyz 0 1
C 2.7259 -0.8725 -0.2355
N 1.9417 -0.6759 0.9286
C 1.3316 0.6882 0.8004
C 0.3256 0.9020 -0.3791
N -0.6818 -0.1772 -0.4551
C -1.9034 0.2444 -0.2432
N -2.9229 -0.6568 -0.1497
S -4.4624 -0.2040 0.4612
H 2.2752 -0.6521 -1.2144
H 3.0939 -1.9158 -0.2416
H 3.7114 -0.2977 -0.1054
H 1.0393 -1.2477 0.8612
H 0.7568 0.9433 1.6612
H 2.0695 1.4695 0.7351
H -0.0695 1.8885 -0.1776
H 0.9172 1.0246 -1.3337
H -2.2903 1.2521 0.0372
H -2.6771 -1.6249 -0.2340
H -5.1806 -0.0879 -0.7156
*
```

**SMILES string**: CNCC/N=C/NS
**Highest occupied orbital energy**: -8.736 eV
**Maximum force**: 0.0716 hartree/bohr
**Relative energy (zero: lowest compared OMol25 entry of this formula, charge and spin)**: 42.0 kcal/mol
**Energy**: -721.4017 Ha

Results of the natural (NBO) charge analysis, in e, for atoms 1 through 8: number 1, C, carries -0.425; number 2, N, carries -0.609; number 3, C, carries -0.231; number 4, C, carries -0.256; number 5, N, carries -0.521; number 6, C, carries 0.272; number 7, N, carries -0.748; number 8, S, carries 0.183

Q: Which formula does entry 5 have?
A: C4H11N3S

Q: Among the records above, which one has the lowest maximum force?
A: C22H26AlBrN4O3